# 1
{"formula": "C5H14", "method": "wB97M-V/def2-TZVPD", "species": ["H", "H", "H", "H", "H", "C", "H", "C", "H", "H", "H", "H", "C", "H", "C", "H", "C", "H", "H"], "coordinates": [[-2.754827, 0.495236, 0.470454], [-0.447051, -0.557890, 0.667330], [-2.721400, 0.717544, 2.221331], [-0.479659, 0.791353, 3.406237], [2.239462, -1.304407, -3.372003], [1.317325, -0.008590, -1.849209], [-2.617737, -0.894844, 1.567267], [-0.792808, 0.238508, 1.342466], [1.194172, 1.070870, -1.767102], [-0.484202, -0.954446, 3.121511], [0.363360, -0.437730, -1.548846], [-0.471849, 1.189467, 0.925042], [-0.167628, 0.003461, 2.712786], [0.921417, 0.038736, 2.677655], [-2.301857, 0.133040, 1.393396], [2.462369, 0.419323, -3.606172], [1.749726, -0.334976, -3.269415], [0.914778, -0.302019, -3.970349], [2.076409, -0.302635, -1.122380]], "forces_ev_per_angstrom": [[-0.09, -0.11, -0.02], [0.14, 0.33, 0.00], [0.08, 0.06, -0.14], [-0.04, -0.12, 0.02], [-0.13, -0.03, 0.09], [0.05, 0.29, 0.11], [0.00, -0.09, -0.09], [0.19, -0.82, 0.03], [-0.03, 0.08, 0.14], [0.04, -0.08, 0.06], [0.05, -0.26, -0.12], [0.03, 0.13, -0.02], [0.03, 0.48, 0.00], [0.02, -0.14, -0.04], [-0.40, 0.36, 0.23], [0.08, -0.08, -0.05], [0.08, 0.06, -0.25], [-0.03, -0.04, 0.04], [-0.06, -0.01, 0.01]], "multiplicity": 1, "total_charge": 0, "de_lowest_kcal_mol": 1.9, "homo_lumo_gap_ev": 12.49, "e_lumo_ev": 1.1092}


# 2
{"formula": "C5H14", "method": "wB97M-V/def2-TZVPD", "species": ["H", "H", "C", "H", "H", "H", "H", "H", "C", "H", "C", "H", "H", "H", "C", "H", "H", "H", "C"], "coordinates": [[0.736311, -1.349138, 1.569477], [3.027680, 0.310397, 0.518700], [1.308373, -0.132134, -0.715969], [-1.203264, 0.981373, -0.047286], [1.646948, 0.075640, 2.274868], [-2.727431, 0.299916, -2.098797], [-2.707306, 1.312432, 0.684607], [-2.483219, -0.882470, -0.839202], [2.321944, -0.512042, 0.374119], [3.024569, -1.246560, 0.012604], [1.702290, -0.860300, 1.743110], [-3.928646, 0.263743, -0.905098], [0.354358, 0.240867, -0.388956], [1.649048, 0.638469, -1.415762], [-2.862257, 0.115028, -1.016566], [2.291469, -1.582395, 2.313925], [-2.450451, 2.186840, -0.873776], [1.148929, -1.000910, -1.362353], [-2.197410, 1.320466, -0.298710]], "forces_ev_per_angstrom": [[-0.05, 0.39, 0.32], [-0.26, 0.34, 0.17], [0.65, -0.43, -0.90], [0.53, 1.19, -0.44], [-0.57, 0.04, 0.54], [0.13, -0.39, 0.22], [0.27, 0.73, -0.31], [-0.15, -0.06, 0.58], [0.46, 0.90, 0.19], [-0.23, -0.82, -0.22], [0.25, -0.60, -1.08], [-0.37, -0.78, 0.27], [-0.18, -0.18, 0.54], [0.38, -0.01, 0.25], [0.00, 1.64, -1.80], [0.16, 0.25, -0.04], [0.73, 0.74, 0.04], [-0.36, 0.00, 0.16], [-1.39, -2.93, 1.52]], "multiplicity": 1, "total_charge": 0, "de_lowest_kcal_mol": 20.1, "homo_lumo_gap_ev": 12.26, "e_lumo_ev": 1.1224}


# 3
{"formula": "C5H14", "method": "wB97M-V/def2-TZVPD", "species": ["C", "C", "H", "H", "H", "H", "C", "C", "H", "H", "H", "H", "C", "H", "H", "H", "H", "H", "H"], "coordinates": [[1.410481, -3.291803, -0.542084], [-0.448086, 1.449450, 0.477147], [0.760023, -1.536227, 0.602066], [0.478051, -1.470918, -1.154579], [0.410964, 2.281089, -1.361687], [1.686818, -3.622645, -1.531445], [-1.709411, 1.631797, 1.309217], [1.162500, -1.789249, -0.374454], [2.119483, -3.584748, 0.227473], [-1.339463, 2.097497, -1.364656], [-2.553782, 1.278498, 0.706418], [0.423778, 1.707848, 1.090186], [-0.478479, 2.362198, -0.746911], [-0.281911, 0.427476, 0.146866], [2.087795, -1.231322, -0.500428], [-0.576672, 3.407717, -0.456090], [-1.912930, 2.688846, 1.476787], [-1.764296, 1.041604, 2.222207], [0.525137, -3.847100, -0.226037]], "forces_ev_per_angstrom": [[-0.57, 0.15, 1.57], [0.59, 0.62, 0.27], [-0.11, -0.13, 0.05], [-0.22, 0.34, 0.05], [0.20, -0.12, -0.07], [0.29, 0.10, -0.19], [-0.64, -0.54, -0.84], [0.23, -0.41, -0.76], [0.59, -0.25, -0.33], [0.00, 0.12, -0.09], [-0.08, 0.05, 0.01], [0.00, -0.04, -0.06], [-0.25, -0.14, 0.08], [-0.26, -0.15, 0.13], [0.07, 0.11, -0.03], [-0.07, 0.06, 0.03], [0.16, 0.00, 0.37], [0.31, 0.22, 0.18], [-0.24, 0.02, -0.36]], "multiplicity": 1, "total_charge": 0, "de_lowest_kcal_mol": 3.7, "homo_lumo_gap_ev": 12.39, "e_lumo_ev": 1.0761}


# 4
{"formula": "C5H14", "method": "wB97M-V/def2-TZVPD", "species": ["C", "H", "H", "H", "H", "H", "H", "H", "C", "H", "H", "C", "H", "H", "H", "H", "H", "C", "C"], "coordinates": [[1.421057, 1.252973, -1.778709], [-2.696244, -1.902125, 1.673171], [-0.882808, -0.042492, 0.043083], [-1.842684, 1.354668, 0.946071], [-1.308194, -2.577638, 1.015373], [-2.679317, -2.176962, 0.071344], [-0.137741, -1.136455, 1.383882], [-0.606467, 1.342165, 2.263837], [-1.981630, -1.734937, 0.850373], [0.831109, 0.796139, -0.965850], [2.215576, -0.577561, -1.321426], [2.733735, 0.424837, -1.707421], [1.733614, 2.278328, -1.320837], [-2.197647, 0.425247, 2.590814], [0.973242, 1.296619, -2.842369], [3.149651, 0.037945, -2.609859], [3.703673, 0.753518, -1.137973], [-1.397857, 0.690825, 1.838123], [-1.031075, -0.505102, 1.008377]], "forces_ev_per_angstrom": [[2.33, 1.30, -0.15], [0.30, 0.89, 0.33], [1.48, -0.47, -1.46], [0.17, -0.58, 1.67], [0.40, -0.57, -0.49], [1.22, 1.32, -0.48], [0.24, 1.50, -0.69], [-0.24, -0.67, -0.36], [-1.12, -0.34, 1.57], [-0.97, 0.46, -0.39], [1.48, 1.09, -0.01], [0.12, -1.05, 0.99], [-0.98, -1.24, -0.93], [0.72, 0.80, -0.84], [0.45, -0.17, 2.09], [-0.05, -0.01, -1.17], [-2.50, -0.43, -0.34], [-1.46, -0.17, -0.07], [-1.59, -1.66, 0.73]], "multiplicity": 2, "total_charge": 1, "de_lowest_kcal_mol": 61.8, "homo_lumo_gap_ev": [12.87, 3.31], "e_lumo_ev": [-2.8456, -10.8995]}


# 5
{"formula": "C5H14", "method": "wB97M-V/def2-TZVPD", "species": ["H", "H", "C", "H", "H", "H", "H", "H", "H", "H", "H", "C", "H", "H", "C", "H", "H", "C", "C"], "coordinates": [[0.350592, -0.308221, -3.434837], [-1.275901, 0.129905, -3.372713], [-0.782953, -0.952110, -1.563221], [1.458939, 2.738456, 2.504457], [1.975355, 1.203415, 4.248025], [-2.418562, -1.748416, -0.285520], [-2.964549, -0.430933, -1.098473], [-0.604236, -0.116750, -0.838162], [-0.112818, -1.594239, -1.158442], [0.304597, 1.448056, 2.220678], [-0.998264, -1.564721, -3.561404], [2.214223, 0.896898, 3.169215], [2.012888, -0.250093, 3.066040], [1.882515, 1.430251, 1.124614], [-0.627251, -0.627439, -3.059598], [3.258876, 1.411603, 3.175721], [-2.828754, -1.951377, -2.068125], [1.443143, 1.677173, 2.183479], [-2.287838, -1.391458, -1.251733]], "forces_ev_per_angstrom": [[0.08, -0.52, 0.36], [-1.29, 1.24, -0.20], [-3.37, 2.64, 0.07], [0.43, -0.35, -0.99], [0.71, -0.03, 0.12], [0.08, -1.67, 1.56], [1.42, -1.41, -0.88], [-0.21, 0.25, -0.94], [2.02, -2.85, 0.43], [0.93, -0.63, -0.76], [0.77, 0.92, 0.02], [-2.29, -1.81, -1.51], [1.11, 2.10, 0.39], [-1.30, 0.32, 0.75], [0.37, -2.05, 0.47], [-0.37, -0.37, 0.59], [0.93, 0.17, 1.05], [0.75, 0.77, 1.38], [-0.78, 3.29, -1.93]], "multiplicity": 2, "total_charge": 1, "de_lowest_kcal_mol": 50.8, "homo_lumo_gap_ev": [9.65, 1.69], "e_lumo_ev": [-3.8270, -11.7857]}


# 6
{"formula": "C5H14", "method": "wB97M-V/def2-TZVPD", "species": ["H", "H", "C", "C", "H", "H", "H", "H", "H", "H", "C", "C", "C", "H", "H", "H", "H", "H", "H"], "coordinates": [[0.613916, 1.694008, -2.720907], [-0.036402, 2.685812, -1.486791], [0.246134, -1.681586, 1.629374], [0.395734, 1.677690, -1.639265], [-0.182876, -0.243252, -0.905353], [1.744033, -0.949327, 0.331868], [-2.539536, 0.273672, -0.156702], [2.337684, -1.222908, 1.984892], [-0.451626, -2.104846, 0.896071], [-1.167380, 0.941080, 0.737693], [1.699064, -1.604069, 1.190696], [-0.631983, 0.673651, -1.299990], [-1.724348, 0.994630, -0.181682], [0.025575, -2.052156, 2.625950], [-2.181590, 1.931920, -0.310065], [-1.293342, 0.600166, -2.191476], [1.313491, 1.653276, -1.055506], [-0.226372, -0.658624, 1.591419], [2.059823, -2.609137, 0.959774]], "forces_ev_per_angstrom": [[0.15, 0.14, -0.01], [-0.38, 0.04, -0.31], [-1.42, 1.67, -0.54], [0.14, 0.09, 0.28], [-0.08, -0.03, 0.08], [0.49, 0.01, -0.36], [0.25, -0.25, 0.04], [-0.03, 0.19, -0.06], [0.51, -0.93, 0.10], [0.82, -0.30, 0.44], [-0.52, -0.67, 0.54], [1.51, 0.32, -0.10], [-1.64, -1.16, 0.25], [0.20, -0.27, -0.08], [-0.27, 1.41, -0.76], [-0.57, 0.22, 0.27], [0.05, -0.48, -0.16], [0.68, -0.20, 0.63], [0.11, 0.20, -0.26]], "multiplicity": 2, "total_charge": 1, "de_lowest_kcal_mol": 11.8, "homo_lumo_gap_ev": [11.92, 4.18], "e_lumo_ev": [-3.1138, -10.7557]}